A.
DFT (ωB97M-V/def2-TZVPD) results for 2 unconnected molecules or ions with the total composition C2H3N2O2S.

Geometry (Å):
C  0.072  -1.770  0.089
C  0.009  -0.428  0.424
N  0.062  -2.848  -0.308
N  1.801  0.492  -0.412
O  -2.633  0.098  0.284
O  -1.016  1.961  0.147
S  -1.451  0.652  -0.404
H  0.091  0.011  1.494
H  1.623  1.393  0.040
H  1.442  0.440  -1.356

Properties
2S+1: 1
E_LUMO, eV: 3.3795
Kohn-Sham gap, hartree: 0.27929
HOMO level, Ha: -0.1551
Charge: -1

***

B.
DFT (ωB97M-V/def2-TZVPD) results for 2 unconnected molecules or ions with the total composition C2H3N2O2S.

Geometry (Å):
C  1.090  0.398  1.240
C  0.244  -0.111  0.255
N  1.561  1.273  1.879
N  -0.873  -0.606  0.614
O  -1.373  -0.002  -1.721
O  0.215  1.889  -1.634
S  0.158  0.400  -1.614
H  1.593  -1.922  0.001
H  -1.578  -0.438  -0.631
H  -1.035  -0.881  1.611

Properties
2S+1: 1
E_LUMO (alpha / beta), eV: 3.6787 / 3.6902
Kohn-Sham gap (alpha / beta), hartree: 0.24563 / 0.24821
HOMO level (alpha / beta), Ha: -0.1104 / -0.1126
Charge: -1

***

It turns out A is the most stable, with the second structure 0.0624 hartree higher.

***

A.
DFT (ωB97M-V/def2-TZVPD) results for 2 unconnected molecules or ions with the total composition C2HClF2S.

Geometry (Å):
C  3.054  -0.128  0.041
C  2.680  1.100  -0.027
F  1.426  1.516  -0.291
F  3.413  2.128  0.417
S  3.585  -1.575  -0.228
Cl  0.153  -1.244  -0.029
H  -0.501  -2.328  -0.299

Properties
2S+1: 1
E_LUMO, eV: -1.3255
Kohn-Sham gap, hartree: 0.27481
HOMO level, Ha: -0.3235
Charge: 0

***

B.
DFT (ωB97M-V/def2-TZVPD) results for a single C2HClF2S molecule.

Geometry (Å):
C  0.539  0.579  -0.489
C  -0.209  -0.567  0.179
F  0.063  -0.784  1.446
F  0.040  -1.649  -0.532
S  1.061  1.865  0.711
Cl  -2.007  -0.208  0.170
H  0.513  0.764  -1.485

Properties
2S+1: 1
E_LUMO (alpha / beta), eV: -2.0482 / -2.0476
Kohn-Sham gap (alpha / beta), hartree: 0.28208 / 0.28213
HOMO level (alpha / beta), Ha: -0.3574 / -0.3574
Charge: 0

***

It turns out B is the most stable, with the second structure 0.0156 hartree higher.

***

A.
DFT (ωB97M-V/def2-TZVPD) results for 2 unconnected molecules or ions with the total composition C2H2ClI.

Geometry (Å):
C  0.489  -0.442  0.094
C  -0.096  0.476  -0.528
Cl  2.334  -0.691  0.091
I  -3.473  -0.200  0.084
H  0.325  -1.234  0.827
H  -0.348  1.317  -1.065

Properties
2S+1: 1
E_LUMO (alpha / beta), eV: -3.7554 / -3.7567
Kohn-Sham gap (alpha / beta), hartree: 0.19665 / 0.19654
HOMO level (alpha / beta), Ha: -0.3347 / -0.3346
Charge: 0

***

B.
DFT (ωB97M-V/def2-TZVPD) results for 2 unconnected molecules or ions with the total composition C2H2ClI.

Geometry (Å):
C  0.525  -0.169  -0.484
C  0.057  -0.651  -1.477
Cl  2.933  -0.171  -1.895
I  -0.197  -1.844  -3.132
H  1.009  0.473  0.203
H  2.416  -0.765  -1.148

Properties
2S+1: 1
E_LUMO, eV: 0.0205
Kohn-Sham gap, hartree: 0.35780
HOMO level, Ha: -0.3570
Charge: 0

***

It turns out B is the most stable, with the second structure 0.0378 hartree higher.

***

A.
DFT (ωB97M-V/def2-TZVPD) results for a single C5H10O3S molecule.

Geometry (Å):
C  -1.033  1.816  -0.003
C  -0.189  0.655  0.328
C  -1.383  -0.509  0.275
C  0.832  0.339  -0.816
C  1.921  -0.523  -0.261
O  -1.230  -1.371  -0.796
O  -1.664  -1.228  1.427
O  2.447  -0.069  0.996
S  -2.614  0.828  -0.050
H  -0.992  2.593  0.832
H  -1.008  2.307  -0.922
H  0.354  0.524  1.302
H  1.257  1.300  -1.200
H  0.400  -0.394  -1.503
H  1.392  -1.436  -0.249
H  2.814  -0.708  -0.938
H  -2.020  -1.456  -1.339
H  -2.351  -1.982  1.475
H  3.067  -0.685  1.440

Properties
2S+1: 1
E_LUMO, eV: 0.5256
Kohn-Sham gap, hartree: 0.34094
HOMO level, Ha: -0.3216
Charge: 0

***

B.
DFT (ωB97M-V/def2-TZVPD) results for 2 unconnected molecules or ions with the total composition C5H10O3S.

Geometry (Å):
C  -2.462  0.134  -0.112
C  -2.645  0.300  1.287
C  2.404  -0.797  -0.844
C  1.114  1.265  -0.091
C  1.102  -0.053  -0.887
O  -2.808  0.496  -1.161
O  -0.144  -2.401  -0.507
O  -0.074  -0.771  1.410
S  -0.251  -0.997  -0.029
H  -3.249  1.168  1.647
H  -3.299  -0.427  1.721
H  -1.673  -0.092  1.670
H  2.226  -1.641  -1.361
H  3.156  -0.257  -1.409
H  2.817  -0.771  0.227
H  0.385  2.003  -0.515
H  2.099  1.641  -0.048
H  0.593  1.090  0.915
H  0.708  0.113  -1.913

Properties
2S+1: 1
E_LUMO (alpha / beta), eV: -0.3698 / -0.3711
Kohn-Sham gap (alpha / beta), hartree: 0.30156 / 0.30149
HOMO level (alpha / beta), Ha: -0.3151 / -0.3151
Charge: 0

***

It turns out A is the most stable, with the second structure 0.0442 hartree higher.

***

A.
DFT (ωB97M-V/def2-TZVPD) results for 2 unconnected molecules or ions with the total composition C4H13N2O2.

Geometry (Å):
N  -1.780  -0.079  0.213
C  -0.434  0.626  0.600
C  0.589  -0.432  1.211
C  0.072  -1.056  2.371
O  -1.137  -1.403  2.465
C  0.280  1.105  -0.699
N  -0.816  1.642  -1.561
H  -2.090  -0.579  1.071
H  -1.573  -0.810  -0.475
H  -2.590  0.544  -0.269
H  -0.669  1.541  1.273
H  0.776  -1.251  0.404
H  1.544  -0.089  1.473
H  0.790  -1.538  3.164
H  1.023  1.905  -0.514
H  0.794  0.284  -1.142
H  -0.862  1.215  -2.519
H  -0.820  2.598  -1.575
H  1.862  -1.675  -2.361
H  2.993  -1.271  -1.572
O  2.047  -1.280  -1.555

Properties
2S+1: 2
<S²>: 0.75
E_LUMO (alpha / beta), eV: -7.7126 / -13.5457
Kohn-Sham gap (alpha / beta), hartree: 0.37350 / 0.15869
HOMO level (alpha / beta), Ha: -0.6569 / -0.6565
Charge: +2

***

B.
DFT (ωB97M-V/def2-TZVPD) results for 2 unconnected molecules or ions with the total composition C4H13N2O2.

Geometry (Å):
N  1.678  0.706  1.476
C  1.091  2.104  1.577
C  0.249  2.459  0.357
N  -0.452  3.693  0.690
H  0.945  0.010  1.333
H  2.361  0.662  0.719
H  2.159  0.462  2.344
H  0.453  2.113  2.459
H  1.903  2.812  1.743
H  0.886  2.617  -0.511
H  -0.429  1.622  0.132
H  -0.758  4.136  -0.169
H  -1.313  3.452  1.170
O  -1.085  -3.739  -1.054
C  -0.761  -2.542  -1.177
O  -1.034  -1.894  -2.245
C  -0.043  -1.791  -0.095
H  -1.514  -2.439  -2.914
H  0.731  -1.199  -0.575
H  0.381  -2.497  0.618
H  -0.765  -1.164  0.436

Properties
2S+1: 2
<S²>: 0.76
E_LUMO (alpha / beta), eV: -8.3768 / -13.1943
Kohn-Sham gap (alpha / beta), hartree: 0.29201 / 0.11471
HOMO level (alpha / beta), Ha: -0.5999 / -0.5996
Charge: +2

***

It turns out B is the most stable, with the second structure 0.0538 hartree higher.

***

A.
DFT (ωB97M-V/def2-TZVPD) results for 2 unconnected molecules or ions with the total composition C2H7S2.

Geometry (Å):
S  -1.618  1.226  -2.188
H  -2.311  0.252  -1.582
C  -0.003  -0.696  1.146
C  0.953  0.229  0.395
S  1.224  -0.344  -1.310
H  0.322  -1.732  1.126
H  -0.983  -0.609  0.680
H  -0.104  -0.352  2.186
H  0.535  1.234  0.435
H  1.939  0.269  0.864
H  0.045  0.522  -1.753

Properties
2S+1: 1
E_LUMO, eV: 3.8289
Kohn-Sham gap, hartree: 0.25572
HOMO level, Ha: -0.1150
Charge: -1

***

B.
DFT (ωB97M-V/def2-TZVPD) results for 2 unconnected molecules or ions with the total composition C2H7S2.

Geometry (Å):
C  -0.453  -0.585  -1.421
S  -1.863  -0.266  -2.539
H  0.379  0.102  -1.534
H  -0.828  -0.474  -0.402
H  -0.135  -1.617  -1.517
H  -2.700  0.338  -1.705
C  1.173  0.607  1.792
S  0.163  -0.870  2.099
H  2.095  0.345  1.257
H  0.605  1.366  1.253
H  1.565  1.053  2.718

Properties
2S+1: 1
E_LUMO, eV: 3.2022
Kohn-Sham gap, hartree: 0.20122
HOMO level, Ha: -0.0835
Charge: -1

***

It turns out A is the most stable, with the second structure 0.0227 hartree higher.

***

A.
DFT (ωB97M-V/def2-TZVPD) results for a gas-phase ion, C4H8P (charge +1).

Geometry (Å):
C  -2.817  -0.291  0.161
C  -1.738  0.162  0.499
C  0.887  -1.443  -0.168
C  1.203  1.471  -0.245
P  0.055  0.091  -0.902
H  -3.781  -0.457  -0.203
H  -1.111  0.488  1.370
H  1.067  -2.221  -0.992
H  0.226  -1.876  0.724
H  1.736  -0.976  0.204
H  2.032  1.539  -1.059
H  1.575  1.138  0.669
H  0.665  2.373  -0.058

Properties
2S+1: 1
E_LUMO, eV: -6.6365
Kohn-Sham gap, hartree: 0.28193
HOMO level, Ha: -0.5258
Charge: +1

***

B.
DFT (ωB97M-V/def2-TZVPD) results for a gas-phase ion, C4H8P (charge +1).

Geometry (Å):
C  -0.348  -0.486  -1.172
C  2.548  1.299  -1.064
C  -1.447  -0.804  -0.368
C  0.979  0.715  1.209
P  1.086  0.422  -0.533
H  -0.515  -0.690  -2.258
H  2.671  1.329  -2.093
H  -1.634  0.180  0.108
H  -1.206  -1.511  0.443
H  -2.331  -1.255  -0.892
H  0.029  0.895  1.707
H  1.915  1.393  1.426
H  1.100  -0.336  1.728

Properties
2S+1: 1
E_LUMO (alpha / beta), eV: -7.4407 / -7.4545
Kohn-Sham gap (alpha / beta), hartree: 0.26341 / 0.26202
HOMO level (alpha / beta), Ha: -0.5369 / -0.5360
Charge: +1

***

It turns out A is the most stable, with the second structure 0.0730 hartree higher.